No. 1
ORCA calculation (the ωB97M-V functional and the def2-TZVPD basis) on a 3-piece molecular cluster, C4H14NO4 overall in a non-equilibrium geometry.

```
23
Properties=species:S:1:pos:R:3:forces:R:3:nbo_charge:R:1
H -1.235640 0.370606 3.118672 0.2 0.0 -0.1 0.238
C -1.539631 1.020591 -0.895975 -0.3 -0.3 -0.4 0.792
O -1.033414 1.213934 -2.119458 0.4 0.0 -0.1 -0.672
H 1.076188 -0.900673 2.162143 -0.5 -0.6 0.4 0.435
H -1.812206 -1.032363 -0.195115 -0.3 0.3 -0.5 0.248
H 3.796772 0.419002 -0.694953 0.2 0.5 -0.2 0.477
H -1.858768 -1.096086 2.445498 -0.2 -0.3 -0.2 0.216
H 0.080755 -2.117443 1.524126 0.3 0.0 -0.3 0.440
H -1.276307 2.083129 -2.472946 -0.3 0.0 0.1 0.512
H 2.775733 1.341401 -1.420479 0.2 -0.1 0.0 0.499
O -2.304749 1.754735 -0.341135 0.2 0.1 0.2 -0.560
O 2.607884 -2.175779 -0.218515 -0.1 -0.1 0.2 -0.977
C -1.556972 -0.088066 2.181959 -0.3 0.5 0.7 -0.658
H 0.139770 0.815964 1.189437 -0.2 0.2 -0.1 0.226
H -2.433178 0.477268 1.868985 0.0 -0.1 -0.2 0.278
C -1.027000 -0.280855 -0.324609 0.2 -0.4 1.3 -0.537
N 0.504201 -1.204098 1.366411 0.3 2.2 0.7 -0.695
H 3.284383 -1.560120 -0.513514 -0.1 -0.2 -0.2 0.493
H 1.219882 -1.140071 0.642790 0.0 -1.1 -0.8 0.481
C -0.499720 -0.061824 1.118156 0.4 -0.7 -0.6 -0.009
H -0.255735 -0.739431 -0.939333 0.0 0.3 -0.2 0.244
O 2.861580 0.620660 -0.787505 -0.3 -0.3 0.3 -0.971
H 2.991341 -3.061135 -0.237592 0.0 0.2 0.0 0.501
```
Positions in Å, forces in eV/Å.

Calculated values
LUMO level   -3.11 eV
Energy relative to the best compared isomer or geometry (same formula, charge and spin)   2.61 kcal/mol
Net charge   +1

=====

No. 2
ORCA calculation (the ωB97M-V functional and the def2-TZVPD basis) on a 2-piece molecular cluster, C14H16 overall in a non-equilibrium geometry.

```
30
Properties=species:S:1:pos:R:3:forces:R:3:nbo_charge:R:1
H 0.144575 3.523784 -2.498059 -1.9 0.6 -1.0 0.201
H 3.891170 0.802243 1.025416 -1.1 -0.8 -0.8 0.217
H -2.552445 -0.386741 -1.507623 0.3 -0.8 0.7 0.223
C 0.813323 2.074930 0.423723 2.2 -0.7 -1.8 -0.222
H 3.935633 2.458884 -0.960958 -1.5 -0.1 -0.2 0.210
H -1.127520 2.537177 -0.450404 2.3 0.2 -0.2 0.214
H -4.409994 -1.163323 0.147573 0.8 -0.3 -0.3 0.216
H 2.401564 -0.190407 1.457980 -0.1 1.7 -0.9 0.236
H 0.378582 1.638760 1.224318 -1.2 -1.3 2.7 0.205
H -3.966947 -3.081209 1.566991 0.5 0.5 -0.4 0.208
C 0.037358 2.551071 -0.561727 -3.9 1.7 -1.4 -0.198
C 2.079539 3.126197 -1.966102 -3.8 -0.9 3.7 -0.208
H 0.827069 -3.420165 2.043358 -1.6 0.3 -1.9 0.226
H 0.982256 -1.879714 1.447778 -0.2 0.2 -0.7 0.216
C 0.572005 -2.828017 1.064528 1.6 0.0 1.3 -0.646
C 2.762519 0.853094 1.181983 3.7 1.1 0.2 -0.669
C 2.801084 2.508866 -0.949652 1.6 -1.1 0.5 -0.221
H -1.617508 -3.870180 1.945318 -0.4 -0.3 0.8 0.213
H 3.000299 1.434014 2.080582 -1.3 -0.1 0.6 0.229
C -3.121273 -2.647051 0.989600 -2.9 0.1 1.6 -0.209
H 1.263075 -3.189013 0.312766 0.2 0.0 -0.2 0.220
C -1.111236 -1.744295 -0.522700 0.7 1.1 -0.8 -0.227
H -0.289316 -1.371194 -1.121225 0.1 0.0 -0.1 0.211
C 2.149055 1.841616 0.160895 0.2 -0.2 0.4 0.001
C -2.375703 -1.178900 -0.743921 -0.5 0.1 0.7 -0.203
C 0.605077 3.099799 -1.673220 4.1 0.0 -1.5 -0.219
H 2.373695 3.682984 -2.830234 0.7 -0.1 -0.2 0.223
C -0.816301 -2.593916 0.517324 -0.3 -0.3 1.9 -0.007
C -1.884433 -3.069082 1.292578 2.1 -0.6 -1.5 -0.220
C -3.383375 -1.581962 0.139427 -0.6 0.1 -1.1 -0.221
```
Positions in Å, forces in eV/Å.

Calculated values
LUMO level   0.91 eV
Energy relative to the best compared isomer or geometry (same formula, charge and spin)   64.99 kcal/mol
SMILES string   Cc1ccccc1.Cc1ccccc1

=====

No. 3
ORCA calculation (the ωB97M-V functional and the def2-TZVPD basis) on C24H26Cl2N6O3Pd as an isolated structure in a non-equilibrium geometry.

```
62
Properties=species:S:1:pos:R:3:forces:R:3:nbo_charge:R:1
H -1.471568 1.130484 4.451697 0.0 0.0 0.0 0.198
O 0.713432 -2.123016 -1.589303 0.6 0.9 -0.8 -0.720
H -1.152668 0.720184 0.914297 -0.2 0.0 0.2 0.255
C -2.340868 -0.814616 -1.600503 -1.0 -1.0 0.0 0.235
C 2.761232 1.645684 -1.462603 1.9 -2.0 0.1 0.337
H -4.231668 3.710784 -2.311903 -0.1 0.0 0.0 0.218
H 3.469332 0.543384 1.536997 0.1 -0.1 -0.1 0.198
C -0.131968 -4.012016 -0.392303 -0.1 0.3 0.0 -0.312
H -1.338368 -0.620516 4.260697 0.0 0.0 0.0 0.191
H 3.238732 -0.576516 4.428897 0.0 0.0 0.0 0.211
H 0.022932 0.320884 4.892097 0.0 0.0 0.1 0.208
H 3.879632 -0.871716 2.531397 0.0 0.0 0.1 0.191
C 0.074132 -2.490316 -0.584403 -0.9 -1.2 1.4 0.749
H 1.989132 0.556784 4.876897 0.0 -0.1 0.0 0.192
H 3.346832 -1.602016 -1.341103 -0.1 0.1 0.0 0.232
N 2.547432 0.287584 -1.383803 0.6 1.1 -0.1 -0.462
O 0.990932 0.661184 1.027797 0.2 0.1 0.7 -0.745
C -0.638668 2.429284 -1.678503 -0.6 0.0 0.1 0.079
C -3.400068 -0.702016 -0.688603 0.4 -0.1 -0.2 -0.253
C 5.133732 1.271584 -1.503103 0.1 -0.8 0.0 -0.151
C 3.085132 -0.378816 1.980697 -0.1 0.0 -0.3 -0.386
C -0.886368 3.801184 -1.782203 -0.6 0.7 -0.2 -0.179
H -1.050768 -4.230716 0.154897 0.2 0.2 -0.2 0.243
Pd 0.569932 -0.029516 -1.351803 0.0 -1.4 -1.1 1.002
C -2.216768 -1.996216 -2.346903 0.0 0.6 0.0 -0.263
C -1.722368 1.494084 -1.781003 1.1 -1.7 0.0 0.218
Cl -0.151868 -4.902116 -1.908903 0.0 -0.2 -0.2 -0.010
C 4.083032 2.145984 -1.504503 -1.0 0.1 0.0 -0.236
H -2.365268 5.307384 -2.099203 0.0 0.1 0.1 0.216
H -3.818568 1.293084 -2.191403 0.0 0.0 0.1 0.234
C -3.233468 3.349184 -2.112703 -0.1 -1.5 -0.1 -0.149
C -4.290068 -1.741616 -0.524303 -0.2 -0.1 -0.1 -0.208
C 2.188232 -0.337516 4.282097 -0.2 0.0 0.2 -0.401
C 0.859632 0.360384 2.224197 0.2 0.5 -0.4 0.819
C -4.156068 -2.908116 -1.264003 0.0 0.0 0.0 -0.236
H -0.051568 4.482284 -1.720103 0.0 0.1 0.0 0.235
H -5.100568 -1.637916 0.182797 -0.1 0.0 0.1 0.210
H -2.255768 0.075584 2.148097 -0.1 0.0 0.0 0.193
C -0.787268 0.322184 4.180297 0.1 -0.1 0.1 -0.400
O -0.376468 -1.769616 0.304397 -0.1 -0.3 0.2 -0.700
N 1.970532 -0.104016 2.873097 0.2 -0.2 0.0 -0.453
C 3.583032 -0.543816 -1.391103 0.0 -0.3 0.1 0.077
H 1.603132 -1.182516 4.656197 0.0 0.1 0.1 0.197
H 4.221532 3.212984 -1.554703 0.0 0.1 0.0 0.235
N -1.388968 0.170384 -1.735403 0.0 2.1 0.0 -0.575
H 5.698932 -0.818716 -1.468203 0.0 -0.1 0.0 0.229
H -1.869268 1.816084 2.129397 -0.1 0.0 0.0 0.184
H 6.149732 1.633984 -1.543903 0.1 0.1 0.0 0.223
H -1.415168 -2.077616 -3.068003 0.1 0.0 0.0 0.237
H -3.014668 -3.931416 -2.760403 0.0 0.0 0.0 0.219
C -3.007968 1.985784 -2.027903 -1.1 1.1 -0.2 -0.276
N 0.565832 1.841684 -1.520003 1.8 0.8 -0.4 -0.099
N -0.347968 0.548684 2.824397 -0.3 0.0 0.1 -0.442
N 1.716832 2.462984 -1.558503 -2.9 1.4 0.2 -0.283
H -4.857768 -3.718716 -1.132103 -0.1 -0.1 0.0 0.211
H -3.483168 0.193684 -0.092403 0.0 0.1 0.1 0.212
H 2.751632 -1.035516 1.172997 0.1 0.1 0.1 0.211
C -1.475568 0.812384 1.951397 0.1 0.1 -0.4 -0.412
C 4.888432 -0.109316 -1.456603 0.2 0.6 0.0 -0.276
C -2.180268 4.249084 -1.989203 1.5 0.6 0.2 -0.251
C -3.118268 -3.026716 -2.177803 -0.2 -0.1 0.1 -0.196
Cl 1.225032 -4.543616 0.613697 0.3 -0.2 0.3 -0.024
```
Positions in Å, forces in eV/Å.

Calculated values
LUMO level (spin up / spin down)   -1.66 / -1.58 eV

=====

No. 4
ORCA calculation (the ωB97M-V functional and the def2-TZVPD basis) on C19H19Cl2N3O9P2Rh as an isolated structure.

```
55
Properties=species:S:1:pos:R:3:forces:R:3:nbo_charge:R:1
C -0.876408 -1.936840 3.323437 0.0 0.0 0.1 -0.185
H 2.233244 4.678428 -0.637607 0.0 0.0 0.0 0.236
O 0.140081 3.213887 -1.670417 0.0 0.0 0.0 -0.729
C -2.985417 -2.024954 4.762538 -0.2 -0.2 0.2 0.725
Cl -1.467898 -1.995417 -4.044443 0.0 -0.1 -0.1 0.039
O 1.806403 1.907206 -3.721435 0.0 -0.1 -0.1 -1.006
H -1.489313 0.770222 -2.852159 0.0 0.0 0.0 0.242
H -3.894626 1.245596 -3.376065 0.0 0.0 0.0 0.246
O 0.844335 0.248785 -2.161252 0.1 0.0 0.0 -1.141
C -2.964657 -1.241487 2.331658 0.0 0.0 0.0 -0.202
H 3.112759 -0.964675 -0.741559 0.0 0.0 0.0 0.260
C 2.478219 3.859733 -1.313964 0.0 0.0 0.0 -0.656
C -4.177742 -0.130348 -0.292470 0.0 0.0 0.0 -0.201
O -2.234671 -2.455465 5.647087 0.1 0.1 -0.1 -0.703
H -4.026388 -1.082126 2.476519 0.0 0.0 0.0 0.278
H 0.760158 -1.641247 -3.373464 0.0 0.0 0.0 0.268
N 1.587973 -1.285600 0.605242 -0.1 0.0 0.3 -0.430
H 4.174897 -2.852520 2.963466 0.0 0.0 0.0 0.245
P 1.102921 2.278812 0.464259 -0.2 -0.1 -0.1 2.433
H -0.205052 3.906452 1.087504 0.0 0.0 0.0 0.544
C -0.242621 -1.646491 2.133928 0.0 0.0 0.0 0.150
H 0.194621 3.442238 -2.608591 0.0 0.0 0.0 0.498
O 3.346599 0.904617 -1.905272 0.0 0.0 0.0 -1.117
H 2.502831 4.255847 -2.329951 0.0 0.0 0.0 0.241
N -0.969808 -1.198088 1.103533 0.1 0.1 -0.1 -0.381
H 0.366411 -3.404443 -3.595725 0.0 0.0 0.0 0.250
H -5.621802 0.638799 -1.674363 0.0 0.0 0.0 0.245
C 2.118212 -2.314796 2.691010 0.0 0.0 0.0 -0.201
H 4.842851 -2.011093 0.704058 0.0 0.0 0.0 0.249
O 2.426845 1.784782 1.136099 0.0 0.0 0.1 -0.970
C -4.572697 0.453380 -1.487726 0.0 0.0 0.0 -0.113
C -2.288646 -0.963143 1.163430 0.0 0.0 0.0 0.226
C 1.203008 -1.750718 1.825015 0.0 -0.1 0.0 0.186
H 3.473276 3.473091 -1.090207 0.0 0.0 0.0 0.243
H -0.375568 -2.300181 4.212810 0.0 0.0 0.0 0.278
C 1.423595 2.751778 -1.252331 0.1 0.1 0.1 -0.506
C 3.820742 -1.949415 1.047801 0.0 0.0 0.0 -0.234
C -2.251238 -1.736300 3.422039 0.1 0.1 -0.2 0.015
C 2.861157 -1.386878 0.223271 0.0 0.1 0.0 0.077
C -2.288925 0.534919 -2.162048 0.0 0.1 0.0 0.088
H 1.793320 -2.682584 3.653453 0.0 0.0 0.0 0.254
N -1.914401 -0.024677 -1.014400 0.0 -0.1 0.1 -0.412
O -4.200256 -1.794317 4.712246 0.1 0.1 -0.1 -0.703
O 0.042809 1.214321 0.574360 0.2 0.0 0.0 -1.026
O 0.677409 3.553355 1.268134 0.1 0.0 0.0 -0.968
Rh -0.014143 -0.529202 -0.441939 -0.1 0.0 -0.3 1.087
P 1.967243 1.287418 -2.252162 -0.1 0.1 0.0 2.378
C -2.832258 -0.358579 -0.075413 -0.1 0.0 0.0 0.165
H 3.190945 2.377525 1.144777 0.0 0.0 0.0 0.541
Cl -0.200163 -2.632266 -1.474576 0.0 -0.2 0.0 0.150
C 0.027600 -2.430674 -3.261853 0.0 0.0 0.0 -0.382
C -3.620112 0.792819 -2.434738 0.0 0.0 0.0 -0.239
C 3.445691 -2.412389 2.296850 0.0 0.0 0.0 -0.113
H 2.649142 1.969404 -4.189995 0.0 0.0 0.0 0.528
H -4.900488 -0.406499 0.461601 0.0 0.0 0.0 0.254
```
Positions in Å, forces in eV/Å.

Calculated values
LUMO level   -4.06 eV
Energy relative to the best compared isomer or geometry (same formula, charge and spin)   0.00 kcal/mol
Net charge   +1

=====

Which formula does entry 3 have?
C24H26Cl2N6O3Pd